# 1
DFT (ωB97M-V with the def2-TZVPD basis set) results for an isolated molecule of C18H26NOP.

```
47
Properties=species:S:1:pos:R:3
C 0.52514 -0.87793 -4.63733
C -2.38088 1.17379 2.12467
C 1.76364 -0.84628 -5.29518
H 0.62632 2.84552 1.63859
H -0.38242 -1.01274 -5.22761
C -0.30248 2.49175 2.07816
C -2.47090 -3.50429 0.67635
H -1.39416 -2.32380 3.14018
C -1.04083 -3.41836 1.28104
H -0.89733 -5.56867 1.41954
H -0.56970 -0.70198 -2.79933
C 0.84992 -2.23225 0.00901
H 0.68273 -4.73969 1.50803
C -0.49295 0.38970 0.58281
O 3.00418 -0.67890 -0.20876
H -0.85883 3.38391 2.36431
H 1.75564 -0.85933 -6.36111
H -1.87616 -0.89021 1.25882
C 2.83642 -0.81735 -3.15545
C 2.92512 -0.85830 -4.54073
N -1.04201 -0.90262 0.69205
C -1.22516 1.62622 1.15803
H -3.00048 -4.38591 1.03736
H -3.04663 -2.61465 0.86583
H 1.15670 1.56204 -0.17917
H -1.76594 -4.07816 3.23513
H 3.75764 -0.79350 -2.62564
H -3.17609 0.64843 1.56910
C 1.60948 -0.77530 -2.47847
C 0.68425 0.61070 -0.06916
H 1.46182 -3.08530 -0.04491
C -1.07073 -3.33098 2.82052
C -1.81992 2.50106 0.03791
H -1.00241 2.88661 -0.57781
H -0.19807 -4.95682 -0.05303
H 3.89207 -0.88334 -5.07807
H -2.39075 -3.55425 -0.40777
H -0.06624 -3.49501 3.25583
H -2.55612 1.97350 -0.55288
C 0.42206 -0.77802 -3.24753
H -2.92688 2.04825 2.58800
H -2.32117 3.36822 0.40913
C -0.37562 -2.15392 0.65260
C -0.29472 -4.75813 1.02984
H -0.02048 1.96968 2.99650
P 1.60311 -0.76906 -0.67069
H -2.04533 0.52852 2.95149
```

**Max |F|**: 3.56 eV Å⁻¹
**SMILES**: CC(C)(C)C1=CP(=O)(c2ccccc2)C=C(C(C)(C)C)N1
**Highest occupied orbital energy**: -8.35 eV
**2S+1**: 1
**M**: 303.386 g/mol
**Lowest unoccupied orbital energy**: 0.0175 Ha



# 2
DFT (ωB97M-V with the def2-TZVPD basis set) results for a structure of composition C18H27AuBrNO4P2.

```
54
Properties=species:S:1:pos:R:3
O -4.13471 2.34014 -3.07505
H 2.56498 2.10222 7.51190
C 1.03621 -3.54795 0.67120
Br -1.41141 0.03224 5.28404
C 0.17634 0.27088 -3.76785
H -0.97376 3.88485 -1.10350
H 1.32948 -4.55336 0.34819
H -2.09108 -3.29627 0.33215
H 3.79957 2.48517 5.36627
C -1.37179 2.87186 -0.98268
H 0.80119 -1.28767 -0.16095
C 0.85163 1.22960 6.53151
H 1.63163 1.92023 0.18349
C 0.21993 0.88547 2.74697
H 0.17049 0.84473 -5.83297
C 2.12072 1.81850 6.55726
H -2.26339 2.72558 -1.60343
C 0.28306 -0.00559 -5.16760
C -1.56558 -3.51946 -0.60199
Au -0.36262 -0.32474 -0.48833
H 0.93502 -3.33557 -4.93047
H -3.46897 0.11374 1.48860
O -3.25560 0.14052 2.39553
H -0.08114 2.41211 -3.94558
C 0.52874 -2.01171 -3.29119
C 1.47541 2.34681 -0.81404
H -2.16903 -3.16995 -1.44681
H 0.31056 1.03977 7.45426
C 0.52940 -1.29733 -5.59984
C 0.90830 1.17339 4.09070
O -0.80415 1.57364 2.51657
H -2.54170 0.81178 2.47301
H 1.92881 -2.95280 0.89072
H 0.43119 -3.59796 1.58392
N 0.24418 -0.78604 -2.89208
H 2.29152 2.03575 -1.47551
C 0.73740 -3.11977 -2.25544
H -4.53574 1.46925 -2.92459
H 1.43512 3.43920 -0.75526
H 0.59678 -1.51162 -6.66835
C 0.68350 -2.31433 -4.65449
P -0.08315 1.73709 -1.49479
H -4.84690 2.89340 -3.31907
C 0.00677 1.57354 -3.24503
C 0.25660 0.89248 5.30646
H 2.74109 1.86017 3.19866
P 0.06070 -2.74320 -0.60840
H 1.81253 -3.31469 -2.11753
C 2.20273 1.70798 4.13604
O 0.77755 0.00913 2.02071
C 2.80077 2.04529 5.35614
H 0.29309 -4.06491 -2.60367
H -1.59071 2.67198 0.07250
H -1.42156 -4.60356 -0.69029
```

**Max |F|**: 2.00 eV Å⁻¹
**Total charge**: +2
**Highest occupied orbital energy (spin up / spin down)**: -13.77 / -13.92 eV
**2S+1**: 3
**M**: 660.236 g/mol
**Lowest unoccupied orbital energy (spin up / spin down)**: -0.2443 / -0.3391 Ha
**⟨S²⟩**: 2.057



# 3
DFT (ωB97M-V with the def2-TZVPD basis set) results for a structure of composition C18H27Cl5MnO3SSe2SiTe2.

```
60
Properties=species:S:1:pos:R:3
C -1.62461 -3.27427 -1.32195
Cl -0.02811 3.78479 2.73261
H -0.08775 -2.93642 1.81663
H 0.42045 -0.74137 3.98959
H -4.10000 -2.68014 -0.25845
Cl -2.81948 4.04897 4.21562
Cl -2.41523 4.27323 -2.00680
H -2.92998 -2.90372 1.05800
Cl -5.41474 4.45968 2.50238
C 1.38607 -1.39775 2.17200
C 2.96484 -0.16504 -2.08965
C 0.43571 -0.47716 2.92958
H -0.78981 -3.08966 -1.99682
C 2.74237 -2.63934 -1.74168
S -0.08517 1.41301 -0.37051
C 2.79803 -1.27271 2.72585
H 3.70445 -2.83990 -2.21843
H 2.90299 -2.50405 -0.67246
Te 2.81099 6.84811 0.36479
H 3.14472 -0.02009 -1.02378
Cl -5.20849 4.60055 -0.61148
H -1.70746 -0.77694 -2.46744
H 3.92961 -0.27650 -2.59016
C -2.72976 4.12797 2.49502
C 2.10424 -1.39182 -2.34054
C -1.51492 4.01346 1.83793
H 1.39411 -0.68710 -4.24765
C 0.91411 -2.84572 2.23512
O -1.05566 -1.41011 0.10032
H -2.81779 -0.02554 -1.32095
Te 4.53234 4.75601 0.00209
C -3.87934 4.30803 1.72648
H -2.43492 -3.74570 -1.88295
O 0.79987 -1.21734 -1.76443
H 0.75754 0.56026 2.82730
H -3.37335 -1.37164 -2.34016
H 2.81075 -1.74968 -4.35295
H 1.20883 -2.43141 -4.00516
H 1.59061 -3.48463 1.66339
C -2.52727 -0.97360 -1.77492
H 3.13717 -0.23909 2.64838
Mn 0.56830 3.57823 -0.05788
H 2.47564 0.73174 -2.46880
H -0.57872 -0.55701 2.53582
C -1.38954 4.05046 0.46402
C -2.53894 4.23364 -0.27294
H 2.82994 -1.57877 3.77349
H 0.89513 -3.19355 3.27050
C -3.25340 -2.22930 0.26313
H -3.57917 -1.29299 0.71767
H 2.09007 -3.50276 -1.89061
Si 0.32663 -0.62933 -0.30861
Se 0.68579 5.89861 -0.55597
H -1.29335 -3.96122 -0.54029
C -3.78465 4.36591 0.33728
C 1.86699 -1.57764 -3.83208
Se 2.88151 2.89305 -0.33710
H 3.48193 -1.90290 2.15433
C -2.10479 -1.96814 -0.70079
O 1.47473 -0.98368 0.80507
```

**Max |F|**: 0.73 eV Å⁻¹
**Total charge**: -1
**Highest occupied orbital energy (spin up / spin down)**: -4.12 / -4.18 eV
**2S+1**: 5
**M**: 996.887 g/mol
**Lowest unoccupied orbital energy (spin up / spin down)**: 0.0457 / 0.0677 Ha
**⟨S²⟩**: 6.200



# 4
DFT (ωB97M-V with the def2-TZVPD basis set) results for an isolated molecule of C18H27ClN2O4S.

```
53
Properties=species:S:1:pos:R:3
C 1.67989 -0.96906 -1.85802
C 1.28218 0.16084 0.81255
C 1.18395 1.22148 -2.89990
C 2.03903 -1.15257 0.62258
H -3.46263 0.87221 1.92718
H -2.44675 -1.37092 2.36449
C 1.52228 -1.86062 -0.62997
H 0.70075 0.44626 4.55013
H 2.06998 -2.79317 -0.78295
C 0.42808 -0.59427 -6.31641
H 0.23888 -3.29546 1.76003
H 2.14373 0.61089 -5.88164
N 0.54919 -2.41954 2.14400
Cl -2.61030 3.45894 2.69479
C 0.40786 1.68169 -5.17928
O -0.97223 -0.53172 -6.47118
H 2.28343 -1.52226 2.74392
H 1.65845 0.67978 1.69607
H -1.13252 0.92452 -7.95163
C -2.55022 0.77561 2.49424
C 1.11239 0.77426 -6.19539
O 2.12599 1.97962 -2.99570
H -0.58985 1.94260 -5.53977
C -0.75491 1.81389 3.74228
O -1.09087 -3.14665 3.86193
H 2.73747 -0.75018 -2.02003
C -0.81907 -0.55834 3.46094
N 0.27209 1.05814 -3.88415
H 2.47322 1.33260 -0.55932
H -0.14338 0.15181 -1.57751
O 0.99555 -2.05028 4.63218
H 3.10243 -0.92911 0.48559
C -1.98822 -0.46639 2.73048
H -0.96968 -0.75329 -8.53010
H -2.48233 -0.21781 -7.75356
C -1.39852 -0.11785 -7.74584
H 0.58410 -1.16560 -5.39715
H 0.86283 1.98194 -0.26195
H 1.30525 -1.48885 -2.74374
H 2.54043 -2.94578 1.72617
C 0.92869 0.35477 -1.67046
C 1.42745 1.05946 -0.41038
H -0.28876 2.70544 4.13078
H 0.46738 -2.10434 -0.48956
H 1.12697 1.27866 -7.16241
C 1.92023 -2.05280 1.86094
H 0.87719 -1.15515 -7.14948
H 0.22631 -0.06044 0.98116
S -0.06379 -2.16544 3.67177
C -1.92270 1.90840 2.99768
H 0.99531 2.59161 -5.03853
H -0.44653 0.35786 -3.79725
C -0.20196 0.56567 3.97254
```

**Max |F|**: 0.86 eV Å⁻¹
**SMILES**: COCCCNC(=O)[C@H]1CC[C@H](CNS(=O)(=O)c2ccc(Cl)cc2)CC1
**Highest occupied orbital energy**: -9.50 eV
**2S+1**: 1
**M**: 402.944 g/mol
**Lowest unoccupied orbital energy**: 0.0148 Ha



# 5
DFT (ωB97M-V with the def2-TZVPD basis set) results for a structure of composition C18H27ClN2RuS.

```
50
Properties=species:S:1:pos:R:3
C -2.44920 -0.42591 -1.88230
H -0.94701 2.49199 -9.21079
H 3.40215 0.28429 -4.74927
H -6.03421 -2.91775 -0.53412
H 2.57540 -2.68131 -4.79302
H 1.75433 3.96855 -7.08280
H 0.26632 4.50115 -6.27888
N 0.89692 1.43611 -7.51549
C 2.00429 -1.92380 -5.34031
C -1.11942 2.20863 -6.43915
H -2.03423 0.37004 -2.51145
Cl 1.71744 0.53430 -2.66781
C 1.36904 0.69394 -6.50499
H 2.77620 -0.70004 -9.09524
H 1.16828 1.43883 -9.68322
H -1.68094 -1.68619 1.16879
C 2.95412 -1.18909 -6.26443
C -5.54181 -2.58178 -1.44629
C -0.36010 3.20729 -8.62608
H -0.98506 4.08057 -8.42172
H -0.77231 1.76243 -5.49900
C 2.20688 -0.06846 -8.44033
H 4.26719 -2.82517 -6.55404
C -3.52547 -2.16397 0.03986
H 1.56042 -1.23123 -4.61771
S 0.92536 -0.49237 0.65580
C 1.40956 0.99286 -8.72658
H 0.50191 3.54582 -9.20969
C 3.69765 -2.13234 -7.18545
C -4.22754 -1.92361 -1.15001
C -3.68991 -1.05148 -2.10650
C 0.89275 3.63240 -6.49730
H -4.24472 -0.85091 -3.03373
C 0.06446 2.63103 -7.29272
H -1.74041 1.48330 -6.97587
H 4.41433 -1.59045 -7.81390
H 1.21695 -2.41924 -5.91553
Ru 0.20965 -0.36663 -1.21063
H -1.71941 3.09784 -6.22426
H 4.61751 0.17324 -6.06563
H 1.23015 3.19045 -5.55123
C -1.72134 -0.82346 -0.76125
H 3.01238 -2.71460 -7.81188
H -6.19250 -1.88889 -1.99278
N 2.16293 -0.24084 -7.06147
H 4.52196 -1.08743 -4.81887
H -5.38212 -3.45701 -2.08733
C 3.93462 -0.38970 -5.42383
H -3.97537 -2.81944 0.78667
C -2.26727 -1.57853 0.25763
```

**Max |F|**: 3.02 eV Å⁻¹
**Total charge**: -2
**Highest occupied orbital energy (spin up / spin down)**: 2.71 / -2.36 eV
**2S+1**: 5
**M**: 440.018 g/mol
**Lowest unoccupied orbital energy (spin up / spin down)**: 0.1624 / 0.1617 Ha
**⟨S²⟩**: 6.025



Let's list energy in order: -31914.7684, -121078.3251, -283181.1302, -53632.5870, -48021.4912 eV.
Let's list ΔE to the lowest compared entry with this formula, charge and spin in order: 16.6, 156.5, 94.8, 2.6, 0.0 kJ/mol.